{
  "formula": "C19H11F2N5O",
  "method": "ωB97M-V with the def2-TZVPD basis set",
  "symbols": ["F", "F", "N", "N", "N", "N", "O", "C", "C", "C", "C", "C", "C", "C", "C", "C", "C", "C", "C", "C", "C", "C", "C", "C", "C", "N", "C", "H", "H", "H", "H", "H", "H", "H", "H", "H", "H", "H"],
  "coordinates": [[1.777, 0.013, 0.371], [0.418, -1.553, 1.146], [-0.798, 2.744, 6.365], [-1.506, -0.081, -1.100], [-2.933, 2.523, 0.774], [2.515, -4.001, -4.260], [-2.377, 1.044, -0.997], [-1.547, 3.747, 6.306], [-0.593, 0.076, -0.170], [-2.079, 3.910, 4.935], [-1.437, 2.842, 4.256], [2.349, -3.670, -5.564], [-2.763, 2.876, 2.092], [-2.233, 1.591, 0.201], [-0.783, 1.478, 2.221], [1.894, -2.736, -0.987], [1.736, -2.445, -5.977], [-1.619, 2.425, 2.906], [-1.167, 0.975, 0.904], [1.130, -1.626, -1.203], [2.279, -3.595, -1.985], [1.140, -1.522, -4.984], [0.808, -1.326, -2.574], [2.026, -3.227, -3.356], [1.331, -2.056, -3.649], [-0.508, 2.304, 5.125], [0.667, -0.743, 0.068], [-1.839, 4.241, 7.306], [-2.935, 4.619, 4.635], [3.006, -4.152, -6.207], [-3.400, 3.561, 2.567], [0.131, 1.121, 2.829], [2.065, -3.002, 0.078], [1.669, -2.132, -7.023], [2.917, -4.481, -1.852], [0.567, -0.652, -5.240], [0.018, -0.596, -2.890], [0.076, 1.505, 4.935]],
  "forces_ev_per_angstrom": [[-1.2, 0.2, 0.3], [0.3, 0.4, -0.3], [4.4, -2.4, 1.2], [1.9, 1.7, -0.2], [-2.1, 1.7, 1.7], [1.0, -1.8, -4.3], [-1.0, -1.1, -0.4], [-3.6, 2.6, -0.3], [-1.7, 0.5, 2.6], [-0.2, -0.6, 0.8], [0.0, 2.5, 1.1], [-0.2, 2.6, 2.8], [3.4, -2.3, -1.6], [2.4, -0.8, 3.5], [0.0, -0.3, 0.3], [1.0, -2.4, 1.8], [-1.7, 2.2, 1.8], [-1.0, -1.6, -4.4], [1.8, 1.2, -0.1], [-2.4, 2.6, -2.1], [0.3, 0.8, -0.5], [2.4, -5.5, -0.9], [-1.1, 1.0, 2.5], [-0.3, 0.4, 2.4], [-1.2, 2.3, -0.6], [-2.6, 0.5, -0.5], [0.5, -2.1, -3.0], [0.4, -0.6, -2.1], [1.8, -1.4, 0.3], [0.5, -1.4, -1.5], [-1.2, 0.9, 0.0], [-1.4, 0.3, -1.6], [0.2, 0.1, -0.9], [0.2, -0.5, 0.3], [-0.6, 0.5, 0.2], [0.1, 0.3, 0.1], [1.1, -0.3, 0.9], [-0.2, 0.0, 0.5]],
  "lowdin_charge": [0.093, 0.088, -0.006, 0.177, 0.149, 0.102, 0.057, -0.193, -0.091, 0.010, -0.256, -0.094, 0.006, -0.349, 0.082, -0.062, -0.024, -0.135, -0.031, -0.086, 0.025, 0.053, 0.030, -0.296, -0.177, 0.043, -0.376, 0.133, 0.123, 0.079, 0.086, 0.135, 0.131, 0.090, 0.122, 0.102, 0.117, 0.144],
  "largest_force_ha_per_bohr": 0.1187,
  "smiles": "FC(F)(c1ccc2ncccc2c1)c1noc2ncc(-c3ccn[nH]3)cc12",
  "charge": 0,
  "lumo_ev": -0.67
}